Molecular formula: C6H14BNO
Method: DFT, ωB97M-V/def2-TZVPD

Last column: Mulliken charge in e.
Positions of all 23 atoms, in Å:
B1 0.112 -0.328 -0.078  0.086
C1 -2.479 1.078 -0.052  -0.839
C2 -2.441 -0.441 -0.432  -0.458
C3 -1.750 1.438 1.213  -0.353
C4 1.900 -1.923 -0.571  -1.370
C5 2.698 0.519 -0.332  -1.519
C6 1.711 -0.582 0.186  0.529
N1 -1.043 -0.840 -0.595  -0.083
O1 -0.393 1.208 1.124  -0.615
H1 -2.094 1.526 -0.887  0.412
H2 -3.544 1.472 -0.136  0.344
H3 -2.901 -0.971 0.436  0.268
H4 -2.900 -0.597 -1.386  0.361
H5 -2.035 2.419 1.622  0.303
H6 -2.155 0.791 1.986  0.246
H7 3.007 -1.935 -0.887  0.317
H8 1.306 -1.967 -1.441  0.378
H9 1.650 -2.767 0.095  0.323
H10 2.790 0.522 -1.379  0.393
H11 2.271 1.439 0.032  0.417
H12 3.722 0.424 0.048  0.382
H13 1.764 -0.669 1.225  0.292
H14 -0.922 -1.753 -1.039  0.188

Summary:
* total energy: -391.8243 a.u.
* relative energy (zero: lowest compared OMol25 entry of this formula, charge and spin): 32.9 kJ/mol
* HOMO-LUMO gap: 8.82 eV